1) A gas-phase ion, C9H16NO2 (charge +1). Source: the OMol25 dataset; level of theory: ωB97M-V with the def2-TZVPD basis set.

For the HOMO energy, the calculation gives -13.3 eV. As for the total charge: +1. As for the gap between HOMO and LUMO: 9.3 eV.

The geometry in XYZ format:
```
28
Properties=species:S:1:pos:R:3:nbo_charge:R:1
C 2.466 2.264 0.784 -0.421
C 2.187 1.290 -0.005 0.078
C 1.868 -0.979 -0.072 0.902
C -2.949 0.162 0.127 -0.404
C -2.350 -0.484 -1.123 -0.408
C -1.880 -0.107 1.248 -0.426
C -1.034 0.167 -1.462 -0.252
C -0.685 0.743 0.926 -0.257
C 2.450 -2.323 -0.207 -0.747
N -0.089 0.454 -0.377 -0.119
O 2.597 -0.024 0.228 -0.396
O 0.544 -0.933 -0.246 -0.360
H 2.360 3.342 0.598 0.256
H 3.116 2.221 1.709 0.243
H 1.732 1.320 -0.986 0.230
H -3.203 1.184 -0.036 0.215
H -3.805 -0.456 0.452 0.230
H -2.020 -1.516 -0.818 0.195
H -2.963 -0.519 -1.952 0.233
H -2.164 0.290 2.229 0.231
H -1.600 -1.145 1.334 0.216
H -0.507 -0.430 -2.206 0.225
H -1.205 1.066 -1.978 0.223
H -0.948 1.891 0.842 0.238
H -0.010 0.748 1.723 0.222
H 1.975 -3.288 -0.596 0.294
H 3.201 -2.330 -0.880 0.273
H 2.915 -2.609 0.746 0.285
```



2) A gas-phase ion, C9H16NO2 (charge +1). Source: the OMol25 dataset; level of theory: ωB97M-V with the def2-TZVPD basis set.

For the HOMO energy (spin up / spin down), the calculation gives -12.0 / -12.0 eV. As for the total charge: +1. As for the gap between HOMO and LUMO (spin up / spin down): 8.5 / 8.5 eV.

The geometry in XYZ format:
```
28
Properties=species:S:1:pos:R:3:nbo_charge:R:1
C -1.207 -0.648 1.571 -0.444
C 0.251 -2.733 -0.770 -0.102
C -1.168 0.533 -1.388 0.242
C -0.704 0.553 0.955 0.164
C 0.106 -0.634 0.859 -0.224
C 0.279 -1.259 -0.458 0.430
C -0.454 1.970 1.305 -0.697
C 1.417 -0.523 1.612 -0.588
C 1.133 0.362 -2.164 -0.450
N -0.028 -0.302 -1.660 -0.437
O 1.407 -1.955 -0.753 -0.466
O -2.384 0.015 -1.612 -0.719
H -1.239 -0.600 2.662 0.252
H -2.094 -1.144 1.096 0.228
H 0.029 -3.305 0.160 0.231
H -0.060 -3.062 -1.852 0.211
H -1.082 1.623 -1.374 0.214
H 0.092 2.113 2.293 0.245
H -1.527 2.314 1.484 0.252
H 0.169 2.576 0.742 0.239
H 1.650 -1.622 2.040 0.236
H 1.372 0.256 2.444 0.235
H 2.106 -0.205 0.833 0.219
H 1.311 1.261 -1.541 0.230
H 1.868 -0.528 -1.903 0.260
H 1.216 0.640 -3.221 0.262
H -0.390 -1.061 -2.312 0.456
H -3.030 -0.164 -0.911 0.520
```



Which is most stable? The ranking, best first, is 1), 2).



1) C2H4O4S in the gas phase. Source: the OMol25 dataset; level of theory: ωB97M-V with the def2-TZVPD basis set.

Its SMILES is C=COS(=O)(=O)O. For the HOMO energy, the calculation gives -10.6 eV. As for the total charge: 0. As for the gap between HOMO and LUMO: 10.9 eV.

The geometry in XYZ format:
```
11
Properties=species:S:1:pos:R:3:nbo_charge:R:1
C -0.270 -0.648 2.183 -0.426
C -0.587 -0.201 0.956 0.072
O 0.224 -0.556 -0.194 -0.683
S 0.162 0.642 -1.356 2.479
O -1.082 0.751 -2.033 -0.898
O 0.741 1.891 -0.951 -0.876
O 1.091 -0.006 -2.554 -0.839
H 0.586 -1.369 2.273 0.220
H -0.820 -0.259 3.028 0.229
H -1.330 0.654 0.936 0.223
H 1.285 -0.900 -2.290 0.499
```



2) 2 unconnected molecules or ions with the total composition C2H4O4S. Source: the OMol25 dataset; level of theory: ωB97M-V with the def2-TZVPD basis set.

For the HOMO energy, the calculation gives -10.1 eV. As for the total charge: 0. As for the gap between HOMO and LUMO: 9.6 eV.

The geometry in XYZ format:
```
11
Properties=species:S:1:pos:R:3:nbo_charge:R:1
C 0.987 1.129 -0.038 -0.174
C 0.763 1.450 1.378 0.359
O 0.971 -2.746 -2.205 -0.940
O 1.204 -1.598 0.386 -0.903
O 2.252 0.644 -0.364 -0.628
O -0.195 2.124 1.716 -0.492
S 1.137 -0.653 -0.700 1.471
H 0.508 1.827 -0.744 0.211
H 1.317 0.994 2.208 0.149
H 0.780 -3.581 -2.635 0.476
H 1.186 -3.091 -1.379 0.472
```



Which is most stable? The ranking, best first, is 1), 2).



1) A molecular structure, C18H31IrN10O4. Source: the OMol25 dataset; level of theory: ωB97M-V with the def2-TZVPD basis set.

For the HOMO energy (spin up / spin down), the calculation gives -15.1 / -15.1 eV. As for the total charge: +2. As for the gap between HOMO and LUMO (spin up / spin down): 7.8 / 7.8 eV.

The geometry in XYZ format:
```
64
Properties=species:S:1:pos:R:3:nbo_charge:R:1
Ir -1.011 -0.858 -0.461 1.173
C -2.526 2.759 -0.529 -0.664
C -3.231 1.485 -0.249 0.448
N -2.737 0.246 -0.240 -0.532
C -3.793 -0.613 0.056 -0.034
C -4.923 0.117 0.220 0.068
N -4.541 1.416 0.027 -0.455
C -6.346 -0.163 0.603 0.761
O -6.701 -1.423 0.729 -0.628
O -7.071 0.776 0.775 -0.535
C -3.544 -2.072 0.105 0.777
O -4.403 -2.890 0.313 -0.560
O -2.263 -2.388 -0.079 -0.736
H -1.568 2.563 -0.997 0.228
H -2.363 3.320 0.392 0.262
H -3.120 3.375 -1.203 0.265
H -5.202 2.183 0.098 0.474
H -5.963 -2.055 0.566 0.518
N 2.116 -3.222 -1.998 -0.471
C 1.376 -4.220 -1.419 -0.036
C 0.324 -3.606 -0.822 -0.097
N 0.430 -2.241 -1.035 -0.510
C 1.527 -2.047 -1.754 0.205
H 2.954 -3.346 -2.545 0.453
H 1.641 -5.259 -1.494 0.263
H -0.512 -4.040 -0.303 0.263
H 1.897 -1.104 -2.112 0.230
C 4.306 1.381 -1.995 -0.614
C 3.615 1.878 -3.262 -0.238
C 3.316 0.739 -4.230 -0.610
C 2.369 2.708 -2.943 -0.214
N 1.527 2.100 -1.892 -0.138
C 1.459 2.383 -0.581 0.186
N 0.652 1.525 0.006 -0.260
N 0.260 0.728 -1.001 -0.140
N 0.770 1.034 -2.135 -0.016
H 5.270 0.939 -2.244 0.248
H 3.716 0.606 -1.494 0.179
H 4.495 2.183 -1.278 0.220
H 4.287 2.584 -3.756 0.241
H 2.524 0.086 -3.853 0.185
H 4.207 0.130 -4.386 0.232
H 2.997 1.112 -5.203 0.236
H 1.723 2.838 -3.810 0.247
H 2.635 3.692 -2.560 0.237
H 1.980 3.202 -0.113 0.260
C -0.263 -0.162 4.857 -0.611
C 0.440 -0.289 3.505 0.114
C 1.495 -1.392 3.554 -0.641
C 1.094 1.039 3.142 -0.620
N -0.645 -0.728 2.593 -0.455
N -0.441 -1.444 1.410 -0.440
H 0.465 0.100 5.623 0.239
H -0.746 -1.097 5.139 0.231
H -1.016 0.629 4.835 0.218
H 2.202 -1.177 4.355 0.258
H 2.091 -1.444 2.636 0.193
H 1.051 -2.367 3.760 0.230
H 1.760 1.340 3.950 0.236
H 0.348 1.822 3.005 0.218
H 1.686 0.950 2.235 0.203
H -1.547 -0.280 2.627 0.395
H -1.056 -2.263 1.450 0.431
H 0.523 -1.781 1.413 0.426
```



2) A molecular structure, C18H31IrN10O4. Source: the OMol25 dataset; level of theory: ωB97M-V with the def2-TZVPD basis set.

For the HOMO energy, the calculation gives -15.0 eV. As for the total charge: +2. As for the gap between HOMO and LUMO: 7.7 eV.

The geometry in XYZ format:
```
64
Properties=species:S:1:pos:R:3:nbo_charge:R:1
Ir 0.208 -1.162 0.592 1.257
C -2.236 -1.127 3.590 -0.670
C -0.764 -0.959 3.656 0.437
N 0.082 -0.958 2.639 -0.483
C 1.351 -0.768 3.142 -0.054
C 1.275 -0.646 4.495 0.075
N -0.054 -0.771 4.788 -0.459
C 2.239 -0.424 5.621 0.759
O 3.512 -0.290 5.311 -0.629
O 1.796 -0.378 6.733 -0.530
C 2.479 -0.726 2.200 0.760
O 3.627 -0.560 2.531 -0.559
O 2.125 -0.898 0.924 -0.619
H -2.557 -1.180 2.552 0.240
H -2.741 -0.283 4.060 0.267
H -2.546 -2.036 4.105 0.263
H -0.400 -0.719 5.740 0.474
H 3.685 -0.350 4.346 0.516
N 1.045 -5.240 1.112 -0.468
C -0.307 -5.317 0.901 -0.042
C -0.722 -4.042 0.691 -0.105
N 0.377 -3.201 0.771 -0.504
C 1.427 -3.961 1.030 0.212
H 1.660 -6.019 1.296 0.458
H -0.845 -6.249 0.918 0.265
H -1.716 -3.679 0.491 0.238
H 2.441 -3.616 1.156 0.248
C 1.144 4.192 -1.939 -0.616
C -0.094 4.819 -1.308 -0.235
C -1.348 4.540 -2.130 -0.608
C -0.261 4.404 0.154 -0.215
N -0.404 2.945 0.308 -0.145
C 0.537 2.015 0.448 0.209
N -0.075 0.852 0.447 -0.332
N -1.399 1.094 0.340 -0.063
N -1.599 2.347 0.248 0.016
H 1.302 4.594 -2.939 0.247
H 1.026 3.108 -2.051 0.178
H 2.049 4.390 -1.360 0.218
H 0.057 5.901 -1.260 0.239
H -1.540 3.466 -2.216 0.193
H -1.230 4.933 -3.139 0.236
H -2.232 5.003 -1.690 0.229
H -1.158 4.834 0.595 0.251
H 0.601 4.693 0.754 0.231
H 1.597 2.194 0.513 0.265
C -0.258 -0.019 -4.674 -0.620
C -0.804 -0.657 -3.398 0.106
C -0.943 -2.166 -3.600 -0.655
C -2.162 -0.055 -3.044 -0.608
N 0.150 -0.318 -2.303 -0.500
N 0.644 -1.335 -1.429 -0.586
H -0.964 -0.148 -5.493 0.242
H 0.694 -0.467 -4.964 0.220
H -0.113 1.055 -4.535 0.216
H -1.608 -2.344 -4.443 0.265
H -1.406 -2.667 -2.742 0.199
H 0.009 -2.645 -3.844 0.219
H -2.890 -0.254 -3.831 0.232
H -2.080 1.026 -2.923 0.218
H -2.544 -0.473 -2.109 0.203
H 0.885 0.326 -2.549 0.385
H 1.663 -1.392 -1.499 0.408
H 0.309 -2.231 -1.786 0.411
```



Which is most stable? The ranking, best first, is 2), 1).



1) 7 unconnected molecules or ions with the total composition C19H56N4O7. Source: the OMol25 dataset; level of theory: ωB97M-V with the def2-TZVPD basis set.

The multiplicity is 2. As for the expectation value of S²: 0.754. For the HOMO energy (spin up / spin down), the calculation gives -11.0 / -11.0 eV. As for the total charge: +1. As for the gap between HOMO and LUMO (spin up / spin down): 8.2 / 2.7 eV.

The geometry in XYZ format:
```
86
Properties=species:S:1:pos:R:3:lowdin_spin:R:1
C 3.419 1.115 3.022 0.000
O 4.152 0.225 2.189 0.000
H 2.444 0.629 3.051 0.000
H 3.889 1.131 4.005 0.000
H 3.326 2.120 2.610 0.000
H 5.090 0.295 2.379 0.000
C 1.465 1.679 -3.078 0.000
O 2.661 0.984 -2.925 0.000
H 1.685 2.747 -3.094 0.000
H 0.898 1.367 -3.955 0.000
H 0.950 1.544 -2.127 0.000
H 2.736 0.664 -2.023 0.000
C 1.407 -0.396 0.208 0.000
O 2.827 -0.225 -0.122 0.000
H 1.328 -0.310 1.292 0.000
H 0.957 0.556 -0.072 0.000
H 0.999 -1.274 -0.293 0.000
H 3.419 -0.191 0.633 0.000
C -0.054 -5.120 -0.236 0.108
C 1.184 -5.401 0.623 0.092
C 1.451 -6.900 0.843 0.004
O 2.183 -7.094 2.092 0.017
C 1.414 -7.065 3.280 0.000
N 2.264 -4.832 -0.177 0.702
H -0.799 -5.847 0.087 0.021
H 0.208 -5.233 -1.288 0.000
H -0.508 -4.137 -0.116 0.001
H 1.133 -4.840 1.557 0.010
H 2.088 -7.351 0.082 0.000
H 0.498 -7.395 0.653 0.000
H 0.594 -6.358 3.155 0.000
H 2.030 -6.822 4.145 0.000
H 1.006 -8.075 3.319 0.000
H 2.045 -3.895 -0.486 0.022
H 2.383 -5.340 -1.041 0.021
C -2.400 -0.872 -3.398 0.000
C -1.410 -1.282 -4.518 0.000
C -0.645 -2.600 -4.360 0.000
O 0.241 -2.577 -3.187 0.000
C 1.479 -2.098 -3.579 0.000
N -2.084 -1.388 -5.824 0.000
H -2.986 0.033 -3.556 0.000
H -1.910 -0.816 -2.427 0.000
H -3.099 -1.689 -3.218 0.000
H -0.591 -0.565 -4.574 0.000
H -0.121 -2.954 -5.248 0.000
H -1.355 -3.411 -4.199 0.000
H 1.438 -1.076 -3.955 0.000
H 1.995 -2.812 -4.221 0.000
H 2.220 -2.062 -2.780 0.000
H -2.499 -0.506 -6.089 0.000
H -2.896 -1.970 -5.971 0.000
C -1.210 5.340 5.475 0.000
C -0.100 5.672 4.451 0.000
C -0.086 4.810 3.148 0.000
O 0.532 3.586 3.277 0.000
C 0.476 2.764 2.118 0.000
N -0.403 7.053 4.009 0.000
H -2.139 5.254 4.912 0.000
H -1.250 6.023 6.323 0.000
H -1.039 4.404 6.007 0.000
H 0.866 5.559 4.942 0.000
H 0.434 5.265 2.305 0.000
H -1.122 4.750 2.815 0.000
H 0.199 1.777 2.491 0.000
H 1.410 2.648 1.569 0.000
H -0.271 3.136 1.418 0.000
H 0.421 7.373 3.521 0.000
H -0.441 7.677 4.803 0.000
C -1.839 3.701 -1.467 0.000
C -2.714 2.423 -1.672 0.000
C -2.974 1.527 -0.463 0.000
O -1.765 1.070 0.086 0.000
C -1.966 0.341 1.307 0.000
N -4.006 2.946 -2.104 0.000
H -1.622 4.302 -2.350 0.000
H -0.851 3.485 -1.061 0.000
H -2.267 4.338 -0.693 0.000
H -2.385 1.823 -2.520 0.000
H -3.417 0.604 -0.838 0.000
H -3.634 1.997 0.267 0.000
H -1.027 -0.211 1.359 0.000
H -2.870 -0.226 1.087 0.000
H -1.946 0.988 2.184 0.000
H -4.589 2.205 -2.465 0.000
H -4.554 3.289 -1.328 0.000
```



2) 7 unconnected molecules or ions with the total composition C19H56N4O7. Source: the OMol25 dataset; level of theory: ωB97M-V with the def2-TZVPD basis set.

The multiplicity is 2. As for the expectation value of S²: 0.754. For the HOMO energy (spin up / spin down), the calculation gives -10.3 / -10.3 eV. As for the total charge: +1. As for the gap between HOMO and LUMO (spin up / spin down): 6.7 / 1.4 eV.

The geometry in XYZ format:
```
86
Properties=species:S:1:pos:R:3:lowdin_spin:R:1
C -2.059 6.350 -4.189 0.000
C -2.707 5.638 -3.027 0.000
C -2.232 4.179 -2.892 0.000
O -2.908 3.549 -1.885 0.000
C -2.334 2.337 -1.508 0.000
N -2.197 6.403 -1.872 0.002
H -0.986 6.537 -4.246 0.000
H -2.395 7.381 -4.305 0.000
H -2.372 5.855 -5.108 0.000
H -3.777 5.829 -3.106 0.000
H -1.200 4.250 -2.550 0.000
H -2.266 3.596 -3.812 0.000
H -2.302 1.606 -2.316 0.000
H -2.856 1.907 -0.654 0.000
H -1.399 2.576 -1.002 0.000
H -1.203 6.517 -2.012 0.000
H -2.310 5.876 -1.017 0.000
C 1.778 5.459 -3.568 0.019
C 2.477 4.611 -2.473 0.127
C 2.434 3.175 -2.678 0.020
O 0.995 2.804 -2.686 0.009
C 0.719 1.570 -3.053 0.004
N 3.817 5.102 -2.408 0.702
H 1.885 5.172 -4.614 0.002
H 1.875 6.543 -3.511 0.000
H 0.729 5.236 -3.370 0.000
H 2.066 4.806 -1.482 0.073
H 3.018 2.631 -1.936 0.000
H 2.779 3.052 -3.705 0.002
H 1.280 1.141 -3.883 0.002
H -0.340 1.421 -3.264 0.000
H 1.037 0.938 -2.223 0.001
H 3.898 6.108 -2.373 0.017
H 4.494 4.685 -1.786 0.020
C 0.667 -4.055 4.699 0.000
C 2.154 -3.956 4.881 0.000
C 2.643 -3.747 6.361 0.000
O 2.379 -2.406 6.864 0.000
C 2.948 -1.338 6.040 0.000
N 2.702 -5.211 4.249 0.000
H 0.250 -4.862 5.302 0.000
H 0.434 -4.403 3.692 0.000
H 0.092 -3.135 4.798 0.000
H 2.561 -3.147 4.274 0.000
H 3.726 -3.872 6.354 0.000
H 2.140 -4.514 6.949 0.000
H 3.850 -1.517 5.456 0.000
H 3.204 -0.552 6.751 0.000
H 2.173 -0.922 5.396 0.000
H 2.422 -6.084 4.673 0.000
H 2.627 -5.303 3.246 0.000
C -0.657 -2.366 -1.635 0.000
C -0.095 -2.081 -0.224 0.000
C -0.275 -0.566 0.261 0.000
O 0.864 0.312 0.138 0.000
C 0.898 1.386 1.066 0.000
N -0.762 -3.138 0.568 0.000
H -0.150 -1.877 -2.467 0.000
H -1.716 -2.107 -1.618 0.000
H -0.728 -3.424 -1.885 0.000
H 0.976 -2.277 -0.175 0.000
H -0.507 -0.584 1.325 0.000
H -1.079 -0.110 -0.318 0.000
H 0.188 2.211 1.013 0.000
H 1.875 1.864 1.003 0.000
H 0.649 1.002 2.056 0.000
H -0.749 -2.862 1.539 0.000
H -1.703 -2.894 0.296 0.000
C -3.271 -1.876 3.291 0.000
O -3.670 -2.062 1.904 0.000
H -3.055 -0.843 3.561 0.000
H -4.062 -2.258 3.936 0.000
H -2.444 -2.548 3.520 0.000
H -4.523 -1.642 1.773 0.000
C 1.892 -4.548 -1.729 0.000
O 0.987 -5.139 -0.873 0.000
H 1.578 -3.509 -1.826 0.000
H 2.917 -4.538 -1.358 0.000
H 1.889 -5.019 -2.712 0.000
H 0.414 -4.524 -0.410 0.000
C -3.093 -5.196 -0.786 0.000
O -4.189 -4.749 -1.567 0.000
H -2.823 -4.454 -0.035 0.000
H -3.261 -6.172 -0.332 0.000
H -2.271 -5.360 -1.483 0.000
H -4.451 -3.868 -1.287 0.000
```



Which is most stable? The ranking, best first, is 1), 2).